{"formula": "C5H12N3", "method": "wB97M-V/def2-TZVPD", "total_charge": 1, "e_tot_ha": -361.6750, "gap_ev": 10.32, "smiles": "C[C@@H]1C=N[C@H](C)N1[NH3+]", "symbols": ["C", "C", "C", "N", "C", "C", "N", "N", "H", "H", "H", "H", "H", "H", "H", "H", "H", "H", "H", "H"], "positions_angstrom": [[-2.036, -0.490, 0.865], [-1.188, -0.316, -0.374], [-0.434, -1.556, -0.763], [0.816, -1.479, -0.718], [1.263, -0.193, -0.294], [2.095, -0.294, 0.980], [0.054, 0.646, -0.044], [0.024, 1.860, -0.791], [-1.448, -0.937, 1.660], [-2.867, -1.155, 0.638], [-2.435, 0.459, 1.209], [-1.749, 0.112, -1.211], [-0.933, -2.466, -1.042], [1.873, 0.234, -1.103], [1.452, -0.501, 1.830], [2.647, 0.624, 1.162], [2.801, -1.113, 0.868], [-0.798, 2.415, -0.495], [-0.007, 1.749, -1.833], [0.871, 2.402, -0.545]]}



{"formula": "C3H3IO2S", "method": "wB97M-V/def2-TZVPD", "total_charge": 0, "spin_multiplicity": 3, "s2": 2.018, "e_tot_ha": -962.3075, "gap_ev": [6.73, 6.67], "symbols": ["C", "C", "C", "O", "O", "S", "I", "H", "H", "H"], "positions_angstrom": [[0.333, -1.558, -0.712], [0.459, 1.322, 0.381], [-0.907, 0.745, 0.297], [0.728, 2.306, -0.259], [-1.396, -0.098, 1.025], [-0.318, -0.404, -1.696], [1.725, 0.436, 1.839], [0.154, -1.796, 0.368], [0.915, -2.308, -1.105], [-1.692, 1.356, -0.137]]}



{"formula": "C2H7N2O", "method": "wB97M-V/def2-TZVPD", "total_charge": -1, "spin_multiplicity": 3, "s2": 2.008, "e_tot_ha": -264.9099, "gap_ev": [4.19, 7.79], "symbols": ["C", "C", "N", "N", "O", "H", "H", "H", "H", "H", "H", "H"], "positions_angstrom": [[-0.213, -1.074, -0.068], [-0.292, 1.303, -0.158], [1.753, 0.382, 0.413], [0.264, 0.146, 0.493], [2.320, -0.193, -0.569], [-1.151, -1.155, 0.366], [-0.157, -1.125, -1.144], [0.333, -1.857, 0.195], [0.256, 2.281, 0.255], [-0.227, 1.154, -1.219], [-1.311, 1.220, -0.037], [2.248, -0.427, 1.617]]}



{"formula": "C37H39FMoN3OPS2", "method": "wB97M-V/def2-TZVPD", "total_charge": 2, "spin_multiplicity": 3, "s2": 2.297, "e_tot_ha": -2978.1299, "gap_ev": [5.57, 6.46], "symbols": ["Mo", "C", "C", "C", "C", "C", "C", "C", "C", "C", "C", "C", "C", "N", "C", "C", "C", "C", "C", "C", "F", "H", "H", "H", "H", "H", "H", "H", "H", "H", "H", "H", "H", "H", "H", "H", "H", "H", "H", "H", "H", "H", "N", "P", "C", "C", "C", "C", "C", "C", "C", "C", "C", "C", "C", "C", "C", "C", "C", "C", "C", "N", "H", "H", "H", "H", "H", "H", "H", "H", "H", "H", "H", "H", "H", "H", "H", "C", "O", "C", "S", "S", "H", "H", "H"], "positions_angstrom": [[0.245, 0.940, -0.277], [2.025, -2.900, 2.920], [0.915, -2.499, 1.936], [1.437, -2.611, 0.505], [0.265, -1.204, 2.411], [-0.665, -1.336, 3.428], [-1.277, -0.232, 4.001], [-0.963, 1.041, 3.577], [0.001, 1.268, 2.589], [0.384, 2.743, 2.358], [-0.869, 3.635, 2.290], [1.346, 3.095, 1.218], [0.589, 0.114, 2.006], [1.575, 0.283, 0.968], [2.911, 0.362, 1.334], [3.318, 0.524, 2.670], [4.656, 0.600, 2.985], [5.619, 0.498, 1.981], [5.246, 0.317, 0.657], [3.906, 0.256, 0.351], [3.526, 0.057, -0.914], [2.392, -3.897, 2.678], [1.667, -2.911, 3.949], [2.869, -2.210, 2.860], [0.116, -3.242, 2.031], [2.376, -2.082, 0.351], [0.721, -2.258, -0.238], [1.626, -3.664, 0.294], [-0.917, -2.331, 3.775], [-1.998, -0.368, 4.798], [-1.435, 1.881, 4.065], [0.925, 3.031, 3.266], [-1.598, 3.253, 1.575], [-0.591, 4.645, 1.993], [-1.365, 3.720, 3.253], [1.089, 2.751, 0.184], [2.367, 2.767, 1.390], [1.353, 4.175, 1.071], [2.568, 0.581, 3.449], [4.962, 0.729, 4.014], [6.670, 0.550, 2.233], [5.975, 0.218, -0.135], [-2.802, 0.358, -0.889], [-1.502, -0.720, -1.013], [-1.340, -1.370, -2.674], [-2.468, -1.531, -3.477], [-2.338, -2.082, -4.740], [-1.089, -2.487, -5.195], [0.031, -2.346, -4.388], [-0.090, -1.783, -3.126], [-2.081, -2.087, 0.002], [-1.810, -3.401, -0.383], [-2.279, -4.453, 0.386], [-3.031, -4.201, 1.526], [-3.310, -2.894, 1.906], [-2.829, -1.836, 1.153], [-2.662, 1.727, -1.017], [-3.762, 2.532, -1.312], [-3.566, 3.880, -1.494], [-2.277, 4.409, -1.403], [-1.253, 3.561, -1.092], [-1.433, 2.240, -0.850], [-3.744, -0.003, -0.962], [-3.446, -1.214, -3.135], [-3.208, -2.192, -5.372], [-0.990, -2.914, -6.184], [1.001, -2.670, -4.743], [0.792, -1.656, -2.510], [-1.251, -3.604, -1.288], [-2.076, -5.472, 0.082], [-3.412, -5.026, 2.113], [-3.907, -2.701, 2.787], [-3.043, -0.818, 1.458], [-4.740, 2.085, -1.424], [-4.405, 4.520, -1.735], [-2.080, 5.455, -1.583], [-0.234, 3.918, -1.035], [2.544, 1.952, -4.812], [1.105, 1.960, -4.845], [0.342, 1.695, -3.804], [-1.274, 1.729, -3.961], [1.288, 1.277, -2.334], [2.841, 2.215, -5.821], [2.914, 0.961, -4.556], [2.914, 2.694, -4.107]]}



{"formula": "C4H12", "method": "wB97M-V/def2-TZVPD", "total_charge": 0, "e_tot_ha": -159.5756, "gap_ev": 12.70, "smiles": "CC.CC", "symbols": ["C", "C", "H", "H", "H", "H", "H", "H", "C", "C", "H", "H", "H", "H", "H", "H"], "positions_angstrom": [[1.283, -0.230, 1.149], [1.119, 0.609, 2.420], [0.323, -0.664, 0.883], [1.694, 0.318, 0.312], [1.836, -1.127, 1.436], [1.829, 1.434, 2.503], [0.124, 1.034, 2.571], [1.293, 0.003, 3.313], [-1.658, 0.427, -1.913], [-0.743, -0.766, -1.747], [-2.692, 0.108, -2.056], [-1.569, 1.084, -1.050], [-1.458, 1.044, -2.793], [-0.844, -1.237, -0.775], [0.319, -0.499, -1.748], [-0.857, -1.535, -2.507]]}



{"formula": "C4H12O", "method": "wB97M-V/def2-TZVPD", "total_charge": 0, "e_tot_ha": -234.8044, "gap_ev": 11.35, "smiles": "CCO.CC", "symbols": ["C", "C", "O", "H", "H", "H", "H", "H", "H", "C", "C", "H", "H", "H", "H", "H", "H"], "positions_angstrom": [[-0.189, 2.433, 0.145], [-0.688, 1.214, -0.677], [0.331, 0.935, -1.623], [0.857, 2.297, 0.386], [-0.831, 2.594, 1.005], [-0.279, 3.256, -0.566], [-0.776, 0.365, 0.000], [-1.633, 1.488, -1.146], [0.274, 0.031, -1.885], [-0.299, -1.979, 1.480], [0.846, -2.386, 0.537], [-1.028, -2.762, 1.700], [0.167, -1.871, 2.459], [-0.866, -1.145, 1.098], [1.478, -1.575, 0.190], [0.378, -2.811, -0.367], [1.397, -3.257, 0.887]]}